This record from the OMol25 dataset describes C17H26INO3 in the gas phase. The level of theory is wB97M-V/def2-TZVPD.

```
48
Properties=species:S:1:pos:R:3:lowdin_charge:R:1
C 0.86905 3.31884 -6.89581 -0.121
C 0.75092 1.94648 -6.24447 -0.281
C 0.27342 2.04380 -4.79765 -0.238
C 0.15266 0.67263 -4.13701 -0.225
C -0.33153 0.78279 -2.69306 -0.213
C -0.37692 -0.55654 -1.95667 -0.205
C -1.46575 -1.49513 -2.47561 -0.188
C -1.54092 -2.80378 -1.67591 -0.106
C -1.88463 -2.48137 -0.23485 -0.514
O -2.99874 -2.15938 0.12428 0.064
N -0.83766 -2.56308 0.62320 0.070
C -0.91997 -1.98468 1.95270 -0.170
C -0.76201 -0.48865 1.85580 -0.279
C -1.91275 0.29371 1.76986 0.031
C -1.84286 1.65417 1.54130 -0.196
O -2.91472 2.49673 1.40986 -0.087
C -4.20564 1.93177 1.44293 -0.067
C -0.58516 2.27288 1.41536 -0.248
O -0.48914 3.60545 1.19729 0.086
C 0.56155 1.50492 1.50260 -0.084
C 0.46333 0.13864 1.70676 -0.636
I 2.27076 -0.97077 1.72589 0.893
H 1.21017 3.22761 -7.92442 0.065
H -0.09429 3.82445 -6.89713 0.069
H 1.57889 3.93866 -6.35230 0.070
H 0.04963 1.33325 -6.81532 0.107
H 1.72253 1.44773 -6.27031 0.107
H -0.69857 2.54244 -4.77229 0.116
H 0.97402 2.65900 -4.22800 0.115
H -0.54183 0.06103 -4.71581 0.108
H 1.12661 0.17747 -4.15354 0.119
H -1.32673 1.23346 -2.67686 0.117
H 0.33941 1.45267 -2.14898 0.111
H 0.59834 -1.04441 -2.03777 0.119
H -0.56477 -0.34965 -0.90050 0.091
H -1.28060 -1.73685 -3.52313 0.107
H -2.43303 -0.99318 -2.40749 0.121
H -2.33443 -3.42756 -2.08936 0.121
H -0.59459 -3.34260 -1.74007 0.114
H 0.08879 -2.69852 0.24870 0.099
H -0.15069 -2.43642 2.58149 0.087
H -1.90634 -2.22775 2.35274 0.126
H -2.86462 -0.20464 1.84865 0.110
H -4.89084 2.75443 1.24555 0.096
H -4.32292 1.16287 0.67454 0.101
H -4.42511 1.50281 2.42490 0.100
H -1.38517 3.96746 1.15240 0.110
H 1.51651 1.99238 1.39363 0.106
```

Properties
M: 419.303 g mol⁻¹
HOMO-LUMO gap: 8.71 eV
E_tot: -1241.576759 hartree
LUMO: 0.408 eV
HOMO level: -8.30 eV
SMILES string: CCCCCCCCC(=O)NCc1cc(OC)c(O)cc1I

This record from the OMol25 dataset describes C17H26N2O3 in the gas phase. The level of theory is wB97M-V/def2-TZVPD.

```
48
Properties=species:S:1:pos:R:3:lowdin_charge:R:1
C -5.20451 0.04983 1.77705 -0.101
C -6.03670 0.45358 0.56529 -0.255
C -5.31885 1.42201 -0.37821 -0.210
C -4.37659 0.74198 -1.38179 -0.162
C -3.17234 0.10966 -0.74753 -0.259
C -2.18206 0.89537 -0.17008 -0.030
C -1.07187 0.33183 0.42937 -0.021
C -0.91201 -1.05327 0.44360 -0.244
N 0.18279 -1.67697 1.04615 0.135
C 1.50302 -1.29237 1.12722 -0.539
O 2.28244 -1.90576 1.82838 0.063
N 1.86528 -0.24020 0.34955 0.105
C 3.20257 0.28854 0.37739 -0.192
C 3.19569 1.74958 0.78685 -0.462
O 4.15825 2.38757 1.11661 0.119
O 1.97285 2.29770 0.71350 0.109
C 3.91991 0.12572 -0.98962 -0.309
C 3.65814 -1.27634 -1.53965 -0.057
C 5.42168 0.42425 -0.88371 -0.221
C 6.22393 -0.60574 -0.09636 -0.088
C -1.90842 -1.84700 -0.12144 -0.016
C -3.01803 -1.27081 -0.70790 -0.046
H -5.78459 -0.59863 2.43023 0.069
H -4.91053 0.93023 2.34481 0.075
H -4.30480 -0.47998 1.47882 0.053
H -6.33168 -0.44000 0.01095 0.105
H -6.95198 0.93286 0.92199 0.101
H -6.06964 1.96926 -0.95372 0.106
H -4.75989 2.15040 0.21209 0.105
H -4.03999 1.49957 -2.09557 0.116
H -4.93667 -0.01351 -1.93664 0.112
H -2.28529 1.97083 -0.17780 0.118
H -0.34577 0.96864 0.91111 0.104
H 0.01330 -2.58994 1.44451 0.152
H 1.20021 0.17874 -0.27863 0.129
H 3.74419 -0.28745 1.13622 0.154
H 2.01395 3.23103 0.97668 0.137
H 3.48407 0.85679 -1.68315 0.145
H 4.29444 -1.45932 -2.40200 0.085
H 3.86362 -2.02711 -0.78197 0.084
H 2.62232 -1.38496 -1.85243 0.076
H 5.82374 0.48284 -1.89819 0.112
H 5.55414 1.40212 -0.41949 0.095
H 5.85757 -0.69616 0.92222 0.074
H 7.26456 -0.29374 -0.05055 0.074
H 6.18397 -1.58333 -0.56853 0.068
H -1.80619 -2.92245 -0.09603 0.113
H -3.77824 -1.90587 -1.13965 0.116
```

Properties
M: 306.406 g mol⁻¹
HOMO-LUMO gap: 8.96 eV
E_tot: -998.683374 hartree
LUMO: 0.523 eV
HOMO level: -8.44 eV
SMILES string: CCCCc1ccc(NC(=O)N[C@H](C(=O)O)[C@H](C)CC)cc1

This record from the OMol25 dataset describes C17H26N2O3S in the gas phase. The level of theory is wB97M-V/def2-TZVPD.

```
49
Properties=species:S:1:pos:R:3:lowdin_charge:R:1
C -6.16389 -2.24722 -0.97837 -0.129
C -6.43421 -1.30621 0.17124 -0.271
S -5.43035 0.19047 -0.06026 0.644
O -5.66330 1.06343 1.05951 -0.296
O -5.68326 0.71107 -1.37379 -0.293
N -3.88511 -0.46320 -0.03282 -0.239
C -2.99577 -0.01402 -1.08087 -0.187
C -2.44242 1.37865 -0.78294 -0.121
C -1.70849 1.38114 0.56629 -0.226
C -0.42567 0.55345 0.47386 -0.466
O -0.27102 -0.53314 0.99113 0.068
N 0.53575 1.14510 -0.27245 0.062
C 1.84946 0.57347 -0.45145 -0.167
C 2.91699 1.32691 0.35575 -0.139
C 4.25465 0.66503 0.19015 -0.250
C 4.58549 -0.44854 0.95307 -0.035
C 5.80065 -1.08233 0.78436 -0.043
C 6.72034 -0.62485 -0.15330 -0.287
C 8.03829 -1.31853 -0.31922 -0.055
C 6.38629 0.48418 -0.91673 -0.046
C 5.16833 1.11984 -0.74899 -0.040
C -2.64552 0.85662 1.65854 -0.123
C -3.25825 -0.49052 1.27259 -0.189
H -5.12066 -2.55216 -0.96741 0.071
H -6.79427 -3.13188 -0.91817 0.077
H -6.36327 -1.73224 -1.91476 0.074
H -7.46763 -0.97153 0.20205 0.102
H -6.15264 -1.72055 1.13408 0.094
H -3.57272 -0.00129 -2.00559 0.115
H -2.18277 -0.74197 -1.16505 0.135
H -3.28500 2.07232 -0.73373 0.121
H -1.77915 1.69179 -1.59163 0.115
H -1.42007 2.41014 0.81390 0.147
H 0.38927 2.08061 -0.61676 0.142
H 2.11109 0.58388 -1.51440 0.128
H 1.79047 -0.46185 -0.10932 0.122
H 2.62322 1.32130 1.40730 0.121
H 2.96443 2.36363 0.01385 0.113
H 3.88320 -0.81717 1.68675 0.117
H 6.04417 -1.94509 1.38803 0.113
H 8.61109 -0.87948 -1.13212 0.072
H 8.62306 -1.24240 0.59711 0.082
H 7.88774 -2.37652 -0.52944 0.080
H 7.08566 0.85763 -1.65146 0.108
H 4.93000 1.98399 -1.35348 0.110
H -2.09472 0.73883 2.59270 0.125
H -3.45455 1.57295 1.80899 0.107
H -4.02444 -0.76565 1.99811 0.117
H -2.48046 -1.25809 1.25519 0.121
```

Properties
M: 338.473 g mol⁻¹
HOMO-LUMO gap: 9.55 eV
E_tot: -1396.833849 hartree
LUMO: 0.676 eV
HOMO level: -8.88 eV
SMILES string: CCS(=O)(=O)N1CCC(C(=O)NCCc2ccc(C)cc2)CC1

This record from the OMol25 dataset describes C17H26N2O3S in the gas phase. The level of theory is wB97M-V/def2-TZVPD.

```
49
Properties=species:S:1:pos:R:3:lowdin_charge:R:1
C 1.61083 -5.42331 0.14492 -0.100
C 0.15936 -5.35974 0.60615 -0.258
C -0.08086 -4.30682 1.68800 -0.187
C 0.16192 -2.88038 1.18687 -0.222
N -0.66615 -2.56133 0.05115 -0.251
C -2.06160 -2.23718 0.26402 -0.242
C -2.97525 -3.20112 -0.48433 -0.070
S 0.05121 -1.82873 -1.25051 0.672
O 1.39389 -2.32841 -1.34513 -0.287
O -0.81850 -1.97813 -2.37883 -0.272
C 0.11801 -0.09404 -0.80903 -0.262
C -0.86430 0.77478 -1.24219 -0.050
C -0.84218 2.09523 -0.83190 0.020
C 0.16057 2.54866 0.02424 -0.131
C 1.18044 1.67048 0.41834 -0.149
C 1.14470 0.35217 -0.00089 -0.006
C 2.33054 2.22483 1.20204 -0.128
C 2.63856 3.58918 0.59291 -0.159
C 1.44597 4.50906 0.81725 -0.154
N 0.17257 3.87791 0.48754 0.018
C -1.00622 4.53104 0.76192 -0.473
C -0.87991 5.96965 1.21059 0.005
O -2.08956 3.99652 0.66572 0.066
H 1.75428 -6.27475 -0.51629 0.071
H 1.87690 -4.52389 -0.40368 0.048
H 2.28150 -5.53370 0.99547 0.075
H -0.13996 -6.33401 1.00184 0.105
H -0.47371 -5.13118 -0.25220 0.097
H -1.10981 -4.38942 2.04556 0.104
H 0.58440 -4.48802 2.53533 0.113
H 1.19196 -2.78702 0.84602 0.100
H -0.00548 -2.16333 2.00489 0.126
H -2.26811 -2.27100 1.33727 0.124
H -2.24888 -1.21439 -0.08350 0.106
H -2.84016 -4.21532 -0.11806 0.068
H -4.01425 -2.91067 -0.34852 0.075
H -2.72928 -3.17277 -1.54174 0.063
H -1.62192 0.41322 -1.91898 0.116
H -1.60746 2.77194 -1.17111 0.116
H 1.92661 -0.33542 0.28140 0.120
H 3.19006 1.55800 1.13878 0.120
H 2.06388 2.34156 2.25625 0.128
H 3.52041 4.04077 1.04827 0.117
H 2.82814 3.46637 -0.47501 0.126
H 1.56510 5.41328 0.20999 0.124
H 1.43192 4.80741 1.87206 0.124
H -1.88436 6.37054 1.31724 0.088
H -0.37241 6.04002 2.17006 0.083
H -0.33386 6.56229 0.48082 0.083
```

Properties
M: 338.473 g mol⁻¹
HOMO-LUMO gap: 9.21 eV
E_tot: -1396.820516 hartree
LUMO: 0.535 eV
HOMO level: -8.67 eV
SMILES string: CCCCN(CC)S(=O)(=O)c1ccc2c(c1)CCCN2C(C)=O

This record from the OMol25 dataset describes C17H26N2OS in the gas phase. The level of theory is wB97M-V/def2-TZVPD.

```
47
Properties=species:S:1:pos:R:3:lowdin_charge:R:1
C 4.60130 0.97114 4.48705 -0.105
C 3.37339 0.16112 4.08683 -0.239
C 2.06152 0.94018 4.24424 -0.315
C 2.06297 2.18241 3.33073 -0.158
C 0.68190 2.52619 2.75339 -0.176
C 0.22177 1.31884 2.02484 -0.489
S -0.38399 1.23446 0.41724 1.117
C -0.48575 -0.50665 0.49967 -0.385
C -1.03530 -1.44881 -0.48911 -0.459
O -1.30660 -2.58070 -0.10247 0.036
N -1.22575 -1.08549 -1.78559 -0.048
C -0.84907 0.21244 -2.31024 -0.217
C -0.90454 0.34636 -3.83015 -0.147
C -2.33449 0.41475 -4.39568 -0.198
N -3.03513 -0.84065 -4.53049 -0.240
C -2.61520 -1.64034 -5.65859 -0.098
C -3.15770 -1.57210 -3.29073 -0.161
C -1.84445 -2.06526 -2.65558 -0.117
C -0.05470 -0.94877 1.72659 -0.035
C 0.35845 0.08223 2.58683 -0.263
C 0.85728 -0.00049 3.98944 -0.097
H 4.50479 1.32300 5.51215 0.075
H 5.49532 0.35536 4.42031 0.070
H 4.73449 1.83392 3.83987 0.065
H 3.32968 -0.73160 4.71534 0.108
H 3.47033 -0.16915 3.04977 0.120
H 1.99787 1.27408 5.28556 0.137
H 2.44913 3.04157 3.88007 0.115
H 2.72989 1.99934 2.48509 0.121
H 0.74737 3.39308 2.09518 0.110
H -0.01299 2.76274 3.56541 0.125
H 0.17724 0.42827 -1.98973 0.099
H -1.50275 0.98574 -1.88260 0.088
H -0.40230 1.28415 -4.07650 0.115
H -0.34443 -0.45611 -4.30973 0.108
H -2.93596 1.05998 -3.74595 0.121
H -2.30276 0.87649 -5.38602 0.115
H -3.26218 -2.51381 -5.72696 0.086
H -2.73649 -1.05018 -6.56688 0.084
H -1.57313 -1.98896 -5.61570 0.076
H -3.67648 -0.93111 -2.57194 0.130
H -3.79351 -2.43896 -3.48735 0.118
H -2.05193 -2.92973 -2.02091 0.117
H -1.14191 -2.38033 -3.43256 0.119
H -0.04804 -1.99443 1.97553 0.126
H 0.03763 0.29364 4.65303 0.126
H 1.12523 -1.02785 4.23727 0.117
```

Properties
M: 306.475 g mol⁻¹
HOMO-LUMO gap: 8.85 eV
E_tot: -1246.321854 hartree
LUMO: 0.631 eV
HOMO level: -8.22 eV
SMILES string: CC[C@H]1CCc2sc(C(=O)N3CCCN(C)CC3)cc2C1